[1]
Below is a single C4H8N2O molecule in a non-equilibrium geometry, with properties calculated with wB97M-V/def2-TZVPD.

LUMO	-0.00956	hartree
2S+1	1
gap between HOMO and LUMO	7.1	eV
total charge	0
total energy	-9301.831	eV

```
15
C4H8N2O wB97M-V/def2-TZVPD
C 1.254 1.091 -0.634
N -0.156 -0.958 -1.060
C 1.137 -0.410 -0.408
N -1.570 0.842 0.897
C -0.066 -1.025 0.458
C -1.313 -0.447 0.820
O 2.189 -1.099 -0.401
H -0.081 -1.944 -1.318
H -2.480 1.177 1.181
H -0.843 1.515 0.689
H 0.169 -2.000 0.871
H -2.158 -1.105 1.013
H 0.306 1.551 -0.928
H 1.647 1.568 0.267
H 1.964 1.242 -1.446
```

=====

[2]
Below is a single C4H8N2O molecule, with properties calculated with wB97M-V/def2-TZVPD.

LUMO	0.02867	hartree
2S+1	1
gap between HOMO and LUMO	9.3	eV
structure (SMILES)	C=C=C(O)C(N)N
total charge	0
total energy	-9303.572	eV

```
15
C4H8N2O wB97M-V/def2-TZVPD
C -2.816 -0.364 -0.745
C -1.697 0.056 -0.245
C -0.545 0.448 0.219
O -0.369 1.597 0.944
C 0.730 -0.347 -0.032
N 1.417 0.234 -1.157
N 1.529 -0.255 1.202
H -3.477 -1.018 -0.196
H -3.143 -0.074 -1.732
H 0.521 1.535 1.329
H 0.471 -1.383 -0.303
H 1.590 1.221 -0.998
H 2.304 -0.225 -1.329
H 2.432 -0.702 1.076
H 1.053 -0.724 1.966
```

=====

[3]
Below is a single C4H8N2O molecule in a non-equilibrium geometry, with properties calculated with wB97M-V/def2-TZVPD.

LUMO	0.03071	hartree
2S+1	1
gap between HOMO and LUMO	10.7	eV
structure (SMILES)	NC(=O)CN1CC1
total charge	0
total energy	-9303.030	eV

```
15
C4H8N2O wB97M-V/def2-TZVPD
N 1.993 0.076 -1.346
C 1.568 -0.903 -0.412
O 1.991 -2.020 -0.304
C 0.650 -0.179 0.679
N -0.381 0.561 -0.040
C -1.635 0.862 0.630
C -1.553 -0.227 -0.376
H 2.088 0.630 -0.468
H 1.157 0.574 -1.672
H 0.302 -0.984 1.324
H 1.170 0.561 1.328
H -1.743 0.581 1.677
H -2.095 1.811 0.359
H -1.565 -1.249 0.000
H -1.946 -0.094 -1.379
```

=====

[4]
Below is 3 unconnected molecules or ions with the total composition C4H8N2O, with properties calculated with wB97M-V/def2-TZVPD.

LUMO	0.00605	hartree
2S+1	1
gap between HOMO and LUMO	9.0	eV
total charge	0
total energy	-9300.801	eV

```
15
C4H8N2O wB97M-V/def2-TZVPD
N -2.244 -0.381 0.537
C -1.335 -1.223 0.121
O -1.307 -2.288 -0.514
C 0.084 -0.786 0.518
N 0.863 -0.241 -0.384
C 1.931 0.710 -0.334
C 0.706 0.934 -1.183
H -3.193 -0.673 0.321
H -1.271 0.477 1.329
H -0.444 0.644 1.564
H 0.594 -1.292 1.337
H 2.022 1.274 0.593
H 2.859 0.417 -0.816
H -0.046 1.638 -0.832
H 0.781 0.791 -2.257
```

=====

[5]
Below is 2 unconnected molecules or ions with the total composition C4H8N2O in a non-equilibrium geometry, with properties calculated with wB97M-V/def2-TZVPD.

LUMO	0.02056	hartree
2S+1	1
gap between HOMO and LUMO	11.4	eV
structure (SMILES)	[H]/N=C/[C@@](C)(O)C#N.[H][H]
total charge	0
total energy	-9303.083	eV

```
15
C4H8N2O wB97M-V/def2-TZVPD
H 2.432 1.311 -0.459
N 1.837 0.570 -0.091
C 0.627 0.931 -0.007
C -0.337 -0.080 0.633
C -0.457 -1.424 -0.102
O 0.192 -0.288 1.927
C -1.683 0.525 0.766
N -2.741 0.988 0.809
H 0.237 1.924 -0.253
H -0.960 -2.116 0.577
H 0.547 -1.799 -0.318
H -1.031 -1.364 -1.031
H 1.152 -0.298 1.773
H -0.264 0.649 -2.154
H 0.449 0.471 -2.070
```

=====

[6]
Below is a molecular structure, C4H8N2O in a non-equilibrium geometry, with properties calculated with wB97M-V/def2-TZVPD.

LUMO (alpha / beta)	-0.00812 / -0.02868	hartree
2S+1	1
gap between HOMO and LUMO (alpha / beta)	8.7 / 8.2	eV
total charge	0
total energy	-9300.163	eV

```
15
C4H8N2O wB97M-V/def2-TZVPD
C -0.865 1.726 -0.303
C -0.633 0.444 -1.072
O 0.798 0.212 -1.290
C 0.666 -0.985 -0.604
N 1.588 -1.702 -0.030
C -0.688 -0.860 -0.329
N 0.749 -0.608 1.711
H -0.302 1.685 0.632
H -1.931 1.843 -0.080
H -0.539 2.585 -0.898
H -1.165 0.437 -2.032
H 2.504 -1.282 -0.197
H -1.471 -1.500 0.049
H 0.350 -1.548 1.717
H 0.939 -0.448 2.723
```

=====

[7]
Below is a molecular structure, C4H8N2O in a non-equilibrium geometry, with properties calculated with wB97M-V/def2-TZVPD.

LUMO	0.03024	hartree
2S+1	1
gap between HOMO and LUMO	8.6	eV
total charge	0
total energy	-9301.700	eV

```
15
C4H8N2O wB97M-V/def2-TZVPD
C 0.400 -0.418 -1.447
N -0.052 -0.423 -0.058
C 0.871 0.559 0.909
N -0.233 -1.745 0.428
C -0.060 1.584 0.869
C -1.251 0.985 0.328
O 1.948 0.213 1.330
H -0.261 -1.697 1.444
H 0.595 -2.303 0.220
H 0.169 2.638 0.876
H -0.368 -0.862 -2.078
H 1.334 -0.980 -1.548
H 0.592 0.609 -1.755
H -1.871 0.327 0.931
H -1.814 1.514 -0.447
```

=====

[8]
Below is a single C4H8N2O molecule, with properties calculated with wB97M-V/def2-TZVPD.

LUMO	0.02861	hartree
2S+1	1
gap between HOMO and LUMO	10.1	eV
structure (SMILES)	[H]/N=C(\NC)C(C)=O
total charge	0
total energy	-9305.229	eV

```
15
C4H8N2O wB97M-V/def2-TZVPD
H 0.880 -1.842 0.764
N 0.314 -1.552 -0.035
C 0.152 -0.284 -0.074
N 0.552 0.693 0.791
C 1.464 0.484 1.889
C -0.593 0.313 -1.262
C -1.804 -0.413 -1.763
O -0.217 1.377 -1.713
H 0.463 1.626 0.417
H 1.832 1.459 2.216
H 2.328 -0.126 1.594
H 0.973 0.005 2.746
H -2.593 -0.285 -1.011
H -2.134 0.030 -2.704
H -1.617 -1.485 -1.857
```

=====

Energy relative to the best compared isomer or geometry (same formula, charge and spin) values, unit eV, following the record order: 4.562 2.822 3.363 5.592 3.310 6.231 4.693 1.164.